# 1
A molecular structure, C26H22AuN8S2. Source: OMol25; level of theory: ωB97M-V with the def2-TZVPD basis set.

Geometry as XYZ:
```
59
C26H22AuN8S2 (ωB97M-V with the def2-TZVPD basis set)
Au 0.0017 -0.5511 -0.1728
S -2.0687 -1.5940 -0.3966
S 0.2037 -0.7008 2.0651
N 0.3362 -0.2597 -2.2277
N 2.7042 -0.1711 0.9832
N 2.0066 -0.2229 -0.1819
N -2.9186 1.0847 -0.1632
N -1.7278 1.3884 -0.3132
N 2.5320 -0.3794 3.2379
N -5.0870 -1.6530 -0.1765
N -4.5263 -0.4489 -0.1303
C -5.0881 -4.0310 -0.5425
C 2.5706 -0.0525 -1.3323
C -0.6701 5.4229 0.1113
C 5.7440 1.6406 -2.3799
C 2.1013 -0.1238 -3.8121
C -3.9060 -3.6906 -3.0284
C -4.1632 -2.5825 -2.2361
C 6.3122 -0.3587 -1.1681
C 1.1667 -0.1812 -4.8386
C 4.0075 0.2218 -1.5081
C 1.9536 -0.3949 2.0342
C 1.6581 -0.1412 -2.5016
C -1.4283 2.7793 -0.1560
C -2.0191 5.0797 0.1111
C -0.0816 3.1148 -0.1652
C -0.5614 -0.2999 -3.2035
C 0.2987 4.4408 -0.0255
C -4.7393 -2.7567 -0.9825
C -0.1804 -0.2477 -4.5350
C -3.2572 -0.2875 -0.2671
C 6.7002 0.7778 -1.8646
C 4.3980 1.3602 -2.2112
C 4.9691 -0.6344 -0.9782
C -2.4074 3.7591 -0.0217
C -4.2345 -4.9640 -2.5900
C -4.8366 -5.1273 -1.3484
H -1.5936 -0.3927 -2.8959
H -2.7719 5.8487 0.2148
H 2.0023 -0.5362 4.0763
H -5.1052 -6.1155 -1.0004
H -5.5419 -4.1563 0.4318
H -4.0370 -5.8230 -3.2156
H -3.4650 -3.5533 -4.0068
H -6.0249 -1.6477 0.1894
H 1.3477 4.7046 -0.0224
H 7.7508 0.9920 -2.0044
H -3.4505 3.4780 -0.0215
H 3.6525 2.0383 -2.6080
H 1.4965 -0.1697 -5.8683
H -0.3776 6.4583 0.2194
H 7.0588 -1.0298 -0.7664
H -3.9549 -1.5845 -2.5998
H 3.5176 -0.1879 3.3055
H -0.9338 -0.2794 -5.3082
H 6.0450 2.5318 -2.9131
H 0.6654 2.3373 -0.2690
H 4.6649 -1.5123 -0.4256
H 3.1590 -0.0640 -4.0196
```

Its max |F| is 0.0109 Eh/bohr. The electronic energy comes out at -64595.1138 eV. The energy relative to the best compared isomer or geometry (same formula, charge and spin) comes out at 0.000 eV. For the HOMO-LUMO gap, the calculation gives 5.8 eV. The value obtained for the LUMO energy is -4.2 eV. As for the total charge: +1.

Atomic partial charges in e from the Mulliken method, atoms 1 to 6: 0.847 -0.344 -0.448 -0.102 -1.313 0.750

---

# 2
2 unconnected molecules or ions with the total composition ClHNO2P at a distorted geometry. Source: OMol25; level of theory: ωB97M-V with the def2-TZVPD basis set.

Geometry as XYZ:
```
6
ClHNO2P (ωB97M-V with the def2-TZVPD basis set)
Cl -2.7705 1.1860 -0.2889
P -1.7437 0.0442 1.0225
O -2.2386 -1.4423 -1.0001
O -0.9028 -2.3061 0.3966
N -1.6641 -1.4685 0.0284
H 0.3453 -0.3054 0.2840
```

Its max |F| is 0.0561 Eh/bohr. The electronic energy comes out at -27406.9334 eV. The energy relative to the best compared isomer or geometry (same formula, charge and spin) comes out at 3.481 eV. For the HOMO-LUMO gap (alpha / beta), the calculation gives 8.3 / 8.2 eV. The value obtained for the LUMO energy (alpha / beta) is -2.1 / -1.7 eV. As for the total charge: 0.

Need the Mulliken charges? In units of e they are: -0.114 0.241 -0.547 -0.504 0.837 0.086

---

# 3
A molecular structure, C5H11BrN at a distorted geometry. Source: OMol25; level of theory: ωB97M-V with the def2-TZVPD basis set.

Geometry as XYZ:
```
18
C5H11BrN (ωB97M-V with the def2-TZVPD basis set)
Br 2.4709 0.5078 0.5164
N -0.4312 1.5616 1.5331
C -0.2241 1.4519 0.1142
C -1.5209 1.3008 -0.6050
C 1.0578 -2.9229 0.0437
C 0.1963 -2.0419 -0.3522
C 0.8273 0.5229 -0.3362
H -1.3133 1.1691 -1.7389
H 0.4893 1.5932 2.0786
H 0.6918 -3.8641 -0.0547
H -1.1878 0.9995 1.8478
H -2.0584 2.2120 -0.5807
H 2.0113 -2.6189 0.4981
H -0.7595 -2.2315 -0.7721
H 0.9973 0.5285 -1.4669
H 0.3156 2.2135 -0.3545
H -2.1466 0.5132 -0.1173
H 0.5843 -0.8946 -0.2531
```

Its max |F| is 0.0793 Eh/bohr. The electronic energy comes out at -76884.6575 eV. The energy relative to the best compared isomer or geometry (same formula, charge and spin) comes out at 4.846 eV. For the HOMO-LUMO gap, the calculation gives 7.6 eV. The value obtained for the LUMO energy is -6.4 eV. As for the total charge: +1.

Atomic partial charges in e from the Mulliken method, atoms 1 to 6: 0.096 -0.515 0.684 -1.246 -0.499 -0.311